{
  "formula": "C3H3CsFO3",
  "method": "ωB97M-V/def2-TZVPD",
  "elements": ["O", "C", "C", "O", "H", "F", "H", "H", "Cs", "O", "C"],
  "coordinates": [[-0.6151, 1.4956, -0.7685], [0.2591, 2.0201, -1.4874], [1.2293, 2.4830, -0.4683], [-1.1166, -6.2522, 2.3060], [1.9969, 1.8853, -1.1858], [1.8557, 3.7027, -0.5404], [0.0097, 2.6287, -2.3749], [0.8719, 2.5746, 0.5696], [-2.3871, -0.9456, 1.2188], [-1.0095, -4.3025, 1.0590], [-1.0944, -5.2897, 1.6719]],
  "atomic_forces_ev_per_a": [[-0.6, -2.2, -2.9], [-4.4, 4.0, 5.4], [3.6, 0.6, -3.2], [-0.2, 0.1, -0.2], [0.3, -0.6, 3.2], [0.0, 1.3, -1.0], [0.6, -1.3, -0.8], [0.3, -2.0, -0.5], [0.2, 0.1, -0.2], [-0.4, 0.2, -0.1], [0.5, -0.2, 0.3]],
  "mulliken_charge": [-0.488, 0.057, -0.104, -0.305, 0.161, -0.265, 0.351, 0.286, 0.999, -0.442, 0.749],
  "gap_ha": 0.3384,
  "total_charge": 1,
  "homo_energy_ev": -12.90,
  "multiplicity": 1,
  "e_tot_ev": -12559.532
}